(A)
A cluster of 2 separate species, C2H7NS2 in total, computed with ωB97M-V/def2-TZVPD.

Last column: Löwdin charge in e.
CARTESIAN COORDINATES (ANGSTROEM)
H  -3.139  1.245  -0.673  0.114
H  3.561  -0.141  -0.342  -0.007
C  -2.573  -0.412  -0.197  -0.210
H  0.694  -0.162  2.501  -0.240
N  -2.281  0.576  -0.896  -0.047
H  -2.502  -0.377  0.854  0.020
S  0.186  0.629  1.509  0.301
H  2.276  -0.218  -1.631  0.037
H  2.363  1.091  -0.325  -0.009
C  2.565  0.086  -0.604  -0.407
H  -2.692  -1.307  -0.786  0.060
S  1.542  -1.010  0.590  0.388

**SMILES**: C=N.CSS
**Gap between HOMO and LUMO**: 0.291 Ha
**2S+1**: 1



(B)
A cluster of 2 separate species, C2H7NS2 in total, computed with ωB97M-V/def2-TZVPD.

Last column: Löwdin charge in e.
CARTESIAN COORDINATES (ANGSTROEM)
H  -0.274  -1.060  -1.593  0.140
S  2.831  1.012  0.885  0.241
H  -1.874  -0.461  -1.309  0.035
H  1.730  1.583  -1.491  -0.183
N  -0.944  -0.330  -1.100  0.002
H  1.662  0.324  0.770  -0.259
H  -2.344  0.686  1.077  0.109
H  -1.679  -0.805  2.119  0.020
C  -0.667  -0.502  0.268  -0.343
C  -1.647  -0.299  1.176  -0.048
H  0.285  -1.107  0.399  0.105
S  2.920  0.959  -1.201  0.183

**SMILES**: C=CN.SS
**Gap between HOMO and LUMO**: 0.321 Ha
**2S+1**: 1



(C)
A cluster of 2 separate species, C2H7NS2 in total, computed with ωB97M-V/def2-TZVPD.

Last column: Löwdin charge in e.
CARTESIAN COORDINATES (ANGSTROEM)
H  -5.189  -0.936  1.182  0.032
H  -1.478  -2.200  2.325  -0.236
H  -4.388  0.741  0.972  0.020
N  5.691  0.895  -2.622  0.007
C  4.577  1.198  -2.087  -0.144
S  -1.631  -1.009  2.799  0.284
C  -4.266  -0.310  1.195  -0.451
H  3.620  0.717  -2.152  0.052
H  5.651  0.111  -3.271  0.030
H  -3.635  -0.753  0.416  0.029
H  4.652  2.194  -1.641  0.056
S  -3.603  -0.649  2.885  0.322

**SMILES**: C=N.CSS
**Gap between HOMO and LUMO**: 0.352 Ha
**2S+1**: 1



(D)
A cluster of 2 separate species, C2H7NS2 in total, computed with ωB97M-V/def2-TZVPD.

Last column: Löwdin charge in e.
CARTESIAN COORDINATES (ANGSTROEM)
C  1.858  2.199  2.009  -0.546
H  -3.143  -1.816  -2.991  0.062
H  1.496  3.151  2.407  0.030
H  -1.043  -2.102  -1.761  0.052
H  2.036  -0.573  -0.446  -0.194
S  1.152  -0.223  0.539  0.293
C  -2.900  -2.040  -1.941  -0.119
S  1.097  1.946  0.408  0.387
H  1.712  1.378  2.684  0.002
H  -3.354  -1.528  -1.079  0.067
H  2.935  2.343  1.842  0.029
N  -1.847  -2.735  -1.672  -0.065

**SMILES**: C=N.CSS
**Gap between HOMO and LUMO**: 0.294 Ha
**2S+1**: 1



According to the calculations, the structures order from most to least stable as (C), (B), (D), (A).



(A)
A structure of composition C4H10N2O3, computed with ωB97M-V/def2-TZVPD.

Last column: Löwdin charge in e.
CARTESIAN COORDINATES (ANGSTROEM)
N  0.853  -0.870  1.093  -0.206
N  1.753  -0.726  2.148  0.082
H  -1.775  1.860  -2.278  0.097
H  -0.292  0.981  -2.665  0.086
C  1.474  -0.485  -0.396  -0.621
H  1.326  -0.230  2.922  0.091
H  -2.188  -0.130  0.958  0.091
H  -1.732  -0.585  -1.381  0.121
H  2.567  -0.225  1.804  0.085
H  0.269  -2.398  0.140  0.085
O  0.711  -0.975  -1.238  -0.007
C  -1.337  0.313  -0.926  -0.139
H  -1.372  1.491  0.828  0.091
C  -1.444  0.476  0.449  -0.078
O  0.340  -2.211  1.094  -0.023
O  2.356  0.329  -0.359  0.078
H  -0.315  -0.145  0.984  0.149
C  -0.886  1.383  -1.848  -0.072
H  -0.308  2.149  -1.329  0.091

**Gap between HOMO and LUMO**: 0.332 Ha
**2S+1**: 1



(B)
A cluster of 2 separate species, C4H10N2O3 in total, computed with ωB97M-V/def2-TZVPD.

Last column: Löwdin charge in e.
CARTESIAN COORDINATES (ANGSTROEM)
H  -2.066  -1.485  2.268  0.117
H  3.175  0.602  0.099  0.085
H  -2.809  -0.769  0.841  0.102
C  2.224  0.537  0.635  -0.040
H  2.165  1.380  1.327  0.085
H  2.201  0.298  -2.057  0.069
H  2.258  -0.352  1.271  0.079
C  -0.964  -1.619  0.584  -0.685
C  1.221  0.459  -1.623  0.052
H  -1.892  1.844  0.148  0.107
O  -1.167  -1.672  -0.734  0.063
H  -1.205  -0.776  -1.120  0.071
C  1.044  0.473  -0.288  -0.324
H  0.437  0.519  -2.367  0.053
N  -2.052  -1.263  1.285  0.174
O  -0.091  1.242  0.304  -0.158
H  -1.204  1.521  -1.289  0.086
N  -1.360  1.129  -0.353  0.020
O  0.087  -2.068  1.071  0.044

**SMILES**: C=C(C)ON.NC(=O)O
**Gap between HOMO and LUMO**: 0.354 Ha
**2S+1**: 1



According to the calculations, the structures order from most to least stable as (B), (A).



(A)
An isolated molecule of C4H8Si, computed with ωB97M-V/def2-TZVPD.

Last column: Löwdin charge in e.
CARTESIAN COORDINATES (ANGSTROEM)
H  -1.099  -1.912  -0.494  0.108
C  2.011  -1.508  -1.365  0.109
H  2.957  -1.529  -1.762  -0.002
Si  -0.849  0.709  -0.404  0.688
C  -0.252  -1.190  -0.167  -0.339
H  -0.540  1.054  2.154  0.016
H  -0.707  1.566  -1.587  -0.061
H  -0.241  -1.260  0.854  0.028
C  -0.194  1.463  1.225  -0.265
H  -2.371  0.505  -0.222  -0.044
C  0.944  -1.520  -0.806  -0.268
H  0.836  1.132  1.245  0.019
H  -0.495  2.491  1.329  0.011

**SMILES**: C#CC[SiH2]C
**Gap between HOMO and LUMO**: 0.379 Ha
**2S+1**: 1



(B)
An isolated molecule of C4H8Si, computed with ωB97M-V/def2-TZVPD.

Last column: Löwdin charge in e.
CARTESIAN COORDINATES (ANGSTROEM)
H  -1.961  -0.438  0.706  0.123
C  -0.452  0.743  1.437  -0.347
H  1.379  0.945  -2.536  -0.098
H  2.581  -0.211  -0.480  -0.104
H  -1.064  0.866  2.429  0.130
H  -0.958  0.021  -1.402  0.044
H  -0.750  -1.656  -1.065  0.105
C  0.535  1.587  1.136  0.016
C  -0.313  -0.584  -0.740  -0.426
H  -0.598  -1.293  1.368  0.104
H  0.859  2.389  1.763  -0.007
C  -0.826  -0.437  0.733  -0.347
Si  1.383  0.058  -1.341  0.808

**Gap between HOMO and LUMO (spin up / spin down)**: 0.285 / 0.244 Ha
**2S+1**: 1



According to the calculations, the structures order from most to least stable as (A), (B).



(A)
A structure of composition H3N3, computed with ωB97M-V/def2-TZVPD.

Last column: Löwdin charge in e.
CARTESIAN COORDINATES (ANGSTROEM)
N  1.207  -0.027  0.281  -0.017
H  1.617  -0.959  0.072  0.003
N  -0.564  -0.263  -0.376  -0.028
H  -2.363  0.483  0.217  0.101
H  1.457  0.498  -0.484  -0.067
N  -1.354  0.268  0.289  0.008

**Gap between HOMO and LUMO (spin up / spin down)**: 0.333 / 0.333 Ha
**2S+1**: 1



(B)
A cluster of 2 separate species, H3N3 in total, computed with ωB97M-V/def2-TZVPD.

Last column: Löwdin charge in e.
CARTESIAN COORDINATES (ANGSTROEM)
N  0.089  -1.093  1.065  -0.043
H  0.158  1.700  -0.072  -0.025
H  0.258  -2.159  1.311  0.104
H  -0.245  1.387  -1.581  -0.034
N  0.236  -0.947  -0.099  -0.011
N  -0.497  1.112  -0.625  0.008

**Gap between HOMO and LUMO (spin up / spin down)**: 0.381 / 0.320 Ha
**2S+1**: 1



According to the calculations, the structures order from most to least stable as (A), (B).